Record 1
Below is C31H51Cl2N2OOsP as an isolated structure, with properties calculated with wB97M-V/def2-TZVPD.

Calculated values
2S+1 = 5
Orbital gap (spin up / spin down) = 5.63 / 7.29 eV
Lowest unoccupied orbital energy (spin up / spin down) = 0.40 / -0.62 eV
HOMO level (spin up / spin down) = -0.1924 / -0.2909 hartree
<S²> = 6.039

Geometry as XYZ:
```
89
C31H51Cl2N2OOsP | OMol25 | wB97M-V/def2-TZVPD
P -0.132 0.652 -2.286
C -1.764 0.229 -3.070
C -2.233 1.081 -4.263
C -3.678 0.709 -4.633
C -3.823 -0.787 -4.935
C -3.312 -1.637 -3.766
C -1.865 -1.267 -3.416
C 1.264 0.085 -3.365
C 1.174 0.503 -4.841
C 2.484 0.163 -5.570
C 2.832 -1.325 -5.431
C 2.889 -1.744 -3.956
C 1.579 -1.413 -3.230
C -0.042 2.506 -2.428
C -1.188 3.156 -1.633
C -1.180 4.681 -1.796
C 0.175 5.278 -1.398
C 1.318 4.619 -2.177
C 1.314 3.094 -2.001
H -2.454 0.412 -2.233
H -1.579 0.918 -5.129
H -2.189 2.147 -4.022
H -4.005 1.306 -5.494
H -4.335 0.973 -3.793
H -4.870 -1.030 -5.156
H -3.243 -1.032 -5.837
H -3.944 -1.470 -2.884
H -3.376 -2.704 -4.012
H -1.506 -1.876 -2.580
H -1.220 -1.488 -4.276
H 2.114 0.607 -2.903
H 3.297 0.766 -5.139
H 0.962 1.574 -4.934
H 0.346 -0.032 -5.323
H 2.406 0.441 -6.628
H 3.786 -1.538 -5.928
H 2.065 -1.922 -5.946
H 3.100 -2.817 -3.870
H 3.712 -1.215 -3.456
H 1.660 -1.666 -2.172
H 0.767 -2.016 -3.652
H -0.184 2.736 -3.494
H -2.155 2.738 -1.930
H -1.074 2.897 -0.572
H -1.395 4.933 -2.845
H -1.985 5.121 -1.194
H 0.338 5.119 -0.324
H 0.176 6.363 -1.562
H 2.284 5.024 -1.852
H 1.215 4.858 -3.246
H 2.126 2.657 -2.591
H 1.517 2.831 -0.956
Os 0.000 0.000 0.000
Cl 2.388 0.233 -0.188
Cl -2.378 0.333 0.234
C -0.352 -1.792 -0.264
H -1.412 -2.010 -0.474
C 0.442 -3.015 -0.238
C 1.850 -3.059 -0.191
C 2.518 -4.276 -0.184
C 1.803 -5.478 -0.211
C 0.407 -5.456 -0.254
C -0.264 -4.237 -0.272
H 2.398 -2.122 -0.173
H 3.604 -4.293 -0.152
H -0.154 -6.386 -0.276
H -1.350 -4.211 -0.311
H 2.332 -6.428 -0.200
C -1.701 -1.157 2.817
N -0.782 -0.336 3.563
C -1.146 -0.076 4.949
C 0.037 -0.389 5.822
C 1.160 0.566 5.427
N 1.338 0.666 3.977
C 2.556 1.339 3.538
C 0.411 0.172 3.074
O 0.709 0.257 1.867
H -1.308 -1.394 1.845
H -2.691 -0.660 2.751
H -1.830 -2.132 3.334
H -1.411 0.999 5.070
H -2.033 -0.674 5.260
H 0.337 -1.444 5.636
H -0.200 -0.267 6.901
H 2.086 0.190 5.912
H 0.955 1.588 5.818
H 2.575 2.374 3.942
H 3.443 0.789 3.917
H 2.650 1.412 2.438
```

These are the Mulliken partial charges, in e, on atoms 1 to 5: number 1, P, carries -1.692; number 2, C, carries 0.510; number 3, C, carries -0.542; number 4, C, carries -0.955; number 5, C, carries -0.723



Record 2
Below is a 7-piece molecular cluster, C31H51NO8 overall, with properties calculated with wB97M-V/def2-TZVPD.

Calculated values
2S+1 = 1
Orbital gap = 9.94 eV
Lowest unoccupied orbital energy = 0.47 eV
HOMO level = -0.3478 hartree
Relative energy (zero: lowest compared OMol25 entry of this formula, charge and spin) = 0.00 kJ/mol
SMILES string = C[N+](=O)[O-].c1ccccc1.c1ccccc1.c1ccccc1.COCCOC.COCCOC.COCCOC

Geometry as XYZ:
```
91
C31H51NO8 | OMol25 | wB97M-V/def2-TZVPD
C -21.764 -40.994 0.122
N -21.673 -42.342 -0.508
O -21.614 -43.277 0.267
O -21.640 -42.430 -1.707
H -20.783 -40.559 -0.051
H -22.003 -41.116 1.170
H -22.578 -40.442 -0.346
C -31.055 -38.262 1.961
C -29.747 -37.906 2.306
C -29.452 -37.486 3.600
C -30.500 -37.265 4.481
C -31.807 -37.621 4.190
C -32.060 -38.021 2.874
H -31.303 -38.750 1.029
H -28.917 -38.154 1.654
H -28.421 -37.328 3.881
H -30.234 -36.889 5.465
H -32.581 -37.498 4.931
H -33.102 -38.237 2.653
C -25.363 -40.635 6.651
C -26.161 -40.145 7.683
C -26.762 -38.903 7.529
C -26.439 -38.106 6.435
C -25.500 -38.513 5.514
C -24.986 -39.804 5.596
H -24.937 -41.622 6.786
H -26.403 -40.614 8.629
H -27.404 -38.540 8.322
H -26.718 -37.060 6.517
H -25.115 -37.821 4.777
H -24.297 -40.191 4.857
C -29.587 -37.535 -2.652
C -29.007 -37.407 -3.903
C -28.550 -38.556 -4.548
C -28.572 -39.765 -3.898
C -29.132 -39.904 -2.624
C -29.626 -38.766 -1.997
H -30.009 -36.651 -2.189
H -28.899 -36.475 -4.440
H -28.129 -38.456 -5.541
H -28.188 -40.627 -4.433
H -29.209 -40.890 -2.189
H -30.120 -38.947 -1.051
C -22.453 -44.303 -4.774
O -21.538 -43.349 -5.307
C -22.278 -42.312 -5.931
C -21.331 -41.357 -6.631
O -20.228 -40.963 -5.842
C -20.578 -40.308 -4.655
H -21.863 -44.925 -4.103
H -22.855 -44.911 -5.587
H -23.259 -43.880 -4.174
H -23.040 -41.757 -5.374
H -22.846 -42.821 -6.730
H -21.910 -40.443 -6.839
H -20.938 -41.696 -7.584
H -21.231 -40.819 -3.939
H -21.094 -39.381 -4.945
H -19.695 -40.028 -4.086
C -26.186 -40.513 2.063
O -25.480 -40.481 0.847
C -26.296 -40.203 -0.266
C -25.421 -40.073 -1.498
O -24.559 -38.980 -1.473
C -23.909 -38.834 -2.726
H -26.632 -39.522 2.212
H -25.516 -40.626 2.915
H -26.897 -41.339 2.136
H -26.825 -39.262 -0.079
H -26.971 -41.033 -0.503
H -26.147 -40.039 -2.327
H -24.922 -41.035 -1.677
H -23.367 -37.896 -2.785
H -24.701 -38.824 -3.486
H -23.253 -39.688 -2.924
C -17.449 -33.892 -3.194
O -17.232 -34.306 -1.864
C -17.192 -35.735 -1.681
C -18.390 -36.230 -0.897
O -19.525 -36.449 -1.714
C -20.545 -37.083 -1.005
H -17.133 -32.849 -3.236
H -18.523 -33.871 -3.423
H -16.996 -34.436 -4.027
H -16.222 -35.915 -1.216
H -17.204 -36.206 -2.667
H -18.701 -35.565 -0.085
H -18.044 -37.186 -0.470
H -20.271 -37.972 -0.433
H -21.349 -37.351 -1.694
H -21.090 -36.392 -0.346
```

These are the Mulliken partial charges, in e, on atoms 1 to 5: number 1, C, carries -0.532; number 2, N, carries 0.960; number 3, O, carries -0.572; number 4, O, carries -0.556; number 5, H, carries 0.262



Record 3
Below is C31H52AlCaFI2N6O20S2 as an isolated structure, with properties calculated with wB97M-V/def2-TZVPD.

Calculated values
2S+1 = 1
Orbital gap = 1.16 eV
Lowest unoccupied orbital energy = -9.85 eV
Charge = +2
HOMO level = -0.4046 hartree

Geometry as XYZ:
```
116
C31H52AlCaFI2N6O20S2 | OMol25 | wB97M-V/def2-TZVPD
C -1.197 1.792 -0.396
C -1.628 0.543 -1.219
I -2.567 0.920 -3.154
C -1.449 -0.744 -0.764
I -2.189 -2.339 -2.062
N -0.833 -1.018 0.521
C -0.830 -2.475 0.851
C -0.167 -2.834 2.230
C -0.883 -2.208 3.504
C 0.123 -1.387 4.400
N -0.101 0.079 4.438
C -1.200 0.834 4.098
C -1.007 2.259 4.326
C 0.373 2.352 4.874
C 0.860 0.989 4.920
C 0.579 -0.608 0.509
O 1.360 -1.114 -0.251
O 0.895 0.378 1.417
C 2.233 0.869 1.206
C 3.220 -0.148 1.909
F 3.946 0.437 3.017
H -1.369 1.650 0.701
H -0.086 1.920 -0.564
H -1.656 2.741 -0.788
H -0.285 -3.077 0.067
H -1.911 -2.785 0.923
H 0.942 -2.623 2.270
H -0.243 -3.954 2.330
H -1.224 -3.072 4.143
H -1.806 -1.650 3.218
H 0.051 -1.740 5.472
H 1.212 -1.557 4.114
H -2.129 0.386 3.692
H -1.734 3.067 4.118
H 0.880 3.293 5.172
H 1.886 0.748 5.317
H 2.477 1.052 0.133
H 2.278 1.874 1.716
H 3.887 -0.593 1.128
H 2.582 -0.999 2.290
Ca 3.549 -0.283 5.160
C 0.150 -6.364 3.743
O -0.844 -7.092 3.952
O 0.799 -6.691 2.584
O 0.608 -5.423 4.412
H 0.185 -7.420 2.367
O 5.658 0.920 7.905
S 5.892 2.316 8.301
O 6.413 3.086 7.163
O 6.875 2.361 9.388
O 4.630 2.921 8.744
C -7.910 4.644 -4.471
C -7.881 4.039 -3.275
C -6.625 3.427 -2.741
O -6.630 2.904 -1.644
C -5.427 3.483 -3.580
C -5.459 4.081 -4.772
C -6.706 4.717 -5.294
O -6.689 5.270 -6.381
O -4.360 4.137 -5.562
O -8.975 3.958 -2.504
H -8.810 5.093 -4.868
H -4.525 3.028 -3.202
H -4.636 4.621 -6.366
H -8.697 3.482 -1.698
O 4.066 3.907 5.758
H 3.609 4.460 5.114
H 4.939 4.314 5.837
O 8.157 -0.670 -0.896
S 8.149 -2.050 -1.288
O 8.010 -2.440 -2.657
O 7.037 -2.827 -0.414
C 5.710 -2.309 -0.409
C 4.962 -2.665 -1.680
C 9.569 -2.852 -0.611
H 5.719 -1.226 -0.244
H 5.198 -2.763 0.445
H 5.391 -2.152 -2.543
H 3.911 -2.376 -1.602
H 5.024 -3.736 -1.877
H 9.647 -2.599 0.444
H 10.442 -2.490 -1.151
H 9.465 -3.926 -0.748
Al -3.021 0.880 -6.081
C -4.889 9.187 -5.835
O -4.666 10.242 -5.271
N -4.457 8.923 -7.098
N -5.593 8.175 -5.247
H -4.630 8.060 -7.580
H -3.934 9.644 -7.564
H -5.928 8.335 -4.313
H -5.789 7.297 -5.691
C 0.555 -9.980 6.228
O 0.670 -9.515 5.113
N -0.615 -10.079 6.909
C -0.687 -10.644 8.240
C -1.831 -9.600 6.278
H 1.420 -10.369 6.790
H -1.354 -11.510 8.226
H -1.082 -9.893 8.928
H 0.298 -10.958 8.582
H -1.992 -10.147 5.346
H -1.721 -8.538 6.043
H -2.684 -9.744 6.940
C -1.742 5.244 -9.558
O -2.081 5.634 -8.455
N -0.994 4.137 -9.793
C -0.627 3.721 -11.135
C -0.552 3.349 -8.664
H -2.030 5.776 -10.477
H -1.023 2.720 -11.322
H 0.462 3.702 -11.219
H -1.029 4.408 -11.878
H -1.428 3.002 -8.107
H 0.054 3.974 -8.004
H 0.034 2.494 -9.000
```

These are the Mulliken partial charges, in e, on atoms 1 to 5: number 1, C, carries -0.689; number 2, C, carries 0.360; number 3, I, carries 0.260; number 4, C, carries -0.681; number 5, I, carries 0.058



Values of maximum force, in order: 0.1089, 0.0416, 0.0727, all in Eh/bohr.